# 1
10
Properties=species:S:1:pos:R:3:forces:R:3 method="wB97M-V/def2-TZVPD" homo_lumo_gap_ha="0.274 / 0.274" relative_energy_kcal_mol=85.6 largest_force_ev_per_a=1.11 total_charge=0
N -1.7955 -1.8662 -1.6359 0.7 0.6 0.6
C -1.0497 -1.2020 -1.0457 -0.7 -0.6 -0.5
C -0.1297 -0.3775 -0.3388 -0.1 0.1 0.1
C 1.3074 -0.5389 -0.4378 0.0 0.3 0.2
O 2.0695 0.1948 0.1789 -0.5 0.0 -0.1
C 0.0615 1.3705 1.4664 0.1 -0.3 -0.4
C -0.5344 0.5815 0.5616 0.1 0.1 0.3
H 1.6727 -1.3764 -1.0640 0.0 0.2 0.2
H -0.0139 2.4619 1.4682 0.4 -0.2 -0.1
H -1.5879 0.7524 0.8470 -0.2 -0.2 -0.2

---

# 2
11
Properties=species:S:1:pos:R:3:forces:R:3 method="wB97M-V/def2-TZVPD" homo_lumo_gap_ha=0.362 relative_energy_kcal_mol=80.3 largest_force_ev_per_a=3.94 total_charge=0
C 0.9139 -1.3826 -0.2661 -0.3 0.0 0.2
C -0.2578 -0.8667 0.1515 0.4 -0.1 -0.1
C 1.5845 -0.0544 -0.2832 0.3 0.2 0.1
C 0.2362 0.5335 0.1489 -1.8 1.3 -3.3
O 2.6720 0.3776 -0.4929 0.0 0.0 0.0
O -0.5133 1.1529 -1.5412 1.0 -1.5 2.9
O 0.0145 1.5101 1.0084 0.2 0.0 0.3
H 1.2535 -2.3705 -0.5117 0.0 -0.2 -0.1
H -1.2210 -1.2849 0.3757 -0.2 -0.1 0.0
H 0.0573 1.8955 -1.7435 0.3 0.3 0.0
H -0.9290 1.5875 1.2114 0.1 0.0 -0.2

---

# 3
20
Properties=species:S:1:pos:R:3:forces:R:3 method="wB97M-V/def2-TZVPD" homo_lumo_gap_ha=0.339 relative_energy_kcal_mol=190.9 largest_force_ev_per_a=8.59 total_charge=0 smiles=C[C@H]1C[C@H]2N[C@@H]2[C@@H]1N
C 1.9803 -0.7980 0.4533 3.1 0.9 2.5
C 0.7426 -0.0111 0.7310 -3.7 -0.6 -3.4
C 0.6823 1.2984 -0.2378 1.4 -0.3 1.2
C -0.7715 1.1992 -0.8665 5.4 -0.6 0.3
N -1.6976 0.9200 -1.8692 2.5 -1.2 -5.0
C -0.8780 -0.2385 -1.1281 -0.9 0.3 1.8
C -0.6770 -0.7728 0.3805 1.9 -3.6 -4.1
N -1.7288 -0.5335 1.1849 -7.7 1.7 3.4
H 1.8938 -1.8196 0.8702 0.3 0.5 -0.1
H 2.7682 -0.1400 1.1363 -1.3 -2.1 -1.6
H 2.5204 -0.8476 -0.5339 -1.3 0.2 0.6
H 0.5945 0.1725 1.7474 0.3 0.7 1.7
H 0.7855 2.1661 0.5742 0.4 -1.2 -2.6
H 1.5897 0.8422 -0.8444 -1.7 2.8 0.3
H -1.3870 1.4609 -0.1506 -2.5 1.2 4.5
H -1.0515 0.9990 -2.7999 -2.4 -0.7 1.9
H -0.1316 -0.7695 -1.6914 0.3 0.6 -0.7
H -0.5316 -1.9398 0.1762 0.4 1.9 0.7
H -2.8359 -0.3204 0.6027 4.8 -1.2 2.7
H -1.8668 -0.8675 2.2651 0.7 0.9 -4.1

---

# 4
118
Properties=species:S:1:pos:R:3:forces:R:3 method="wB97M-V/def2-TZVPD" homo_lumo_gap_ha="0.195 / 0.226" spin_multiplicity=2 largest_force_ev_per_a=7.11 total_charge=+1
Ti 1.0135 -0.7823 -1.3261 -5.3 1.0 4.7
C 2.7488 -2.0334 -1.6954 0.5 0.9 -1.0
C 3.0876 -0.6332 -1.9184 0.1 -0.4 -1.3
C 2.1766 -0.1426 -2.9711 1.4 -0.2 -0.2
C 1.3379 -1.2529 -3.2881 0.5 -1.5 -1.1
C 1.7053 -2.4356 -2.5570 1.7 -0.3 -1.6
C 1.4278 -3.8875 -2.9248 -0.2 -0.2 0.3
C 0.3376 -4.0224 -4.0274 0.5 -0.6 0.0
C 1.0261 -4.6729 -1.6655 -0.8 0.9 -0.2
C 2.7287 -4.5751 -3.4449 -0.6 0.8 -0.8
C 2.1215 1.1401 -3.8378 -0.8 0.0 0.2
C 3.4180 1.2413 -4.6684 -0.3 -0.2 0.8
C 0.9232 1.0146 -4.8009 -0.5 0.6 0.2
C 1.8037 2.4432 -3.0666 1.0 -0.3 0.5
C 4.3550 -0.0911 -1.2693 0.0 0.3 0.3
C 4.4846 1.4504 -1.1625 -0.7 -0.1 0.1
C 4.3980 -0.6860 0.1428 -0.2 0.5 1.0
C 5.5834 -0.6285 -1.9997 0.3 0.4 -0.4
H 3.2587 -2.6096 -0.9394 -0.3 -0.3 -0.2
H 0.4776 -1.2229 -3.9361 0.1 0.0 -0.2
H -0.6009 -3.5412 -3.7432 0.0 -0.1 0.0
H 0.1671 -5.1146 -4.2204 0.0 0.9 0.3
H 0.6751 -3.6124 -4.9974 -0.1 0.0 0.5
H 0.0776 -4.2652 -1.2864 0.3 -0.1 0.1
H 1.7851 -4.6383 -0.8695 -0.2 -0.1 -0.3
H 0.8261 -5.6714 -2.0025 0.1 -0.8 0.2
H 3.1320 -4.0815 -4.3468 -0.2 -0.1 0.3
H 2.4345 -5.5839 -3.7269 0.2 -0.1 0.0
H 3.5142 -4.6299 -2.7056 0.1 0.0 0.3
H 3.5476 0.3677 -5.3091 0.0 0.0 0.1
H 4.2995 1.3370 -4.0222 -0.2 0.1 -0.3
H 3.3024 2.1118 -5.2899 0.3 0.4 -0.4
H 1.0594 0.2389 -5.5346 -0.1 -0.5 -0.2
H 0.8240 1.9492 -5.3844 0.0 -0.3 0.4
H -0.0296 0.8596 -4.2308 0.7 0.1 -0.6
H 2.6272 2.7315 -2.4141 -0.1 0.0 0.1
H 0.9114 2.3570 -2.4494 -0.2 -0.2 0.1
H 1.6373 3.2701 -3.7439 0.0 0.1 -0.3
H 3.6505 1.8694 -0.5601 0.4 -0.2 -0.4
H 4.5271 1.9587 -2.1367 -0.1 -0.3 0.4
H 5.3988 1.7167 -0.6320 0.1 -0.2 0.0
H 3.4609 -0.4497 0.7007 0.4 -0.2 -0.3
H 5.2207 -0.2648 0.7456 -0.2 -0.1 -0.4
H 4.5311 -1.7714 0.1214 0.1 0.3 0.2
H 5.7095 -0.2095 -3.0013 -0.2 0.0 0.0
H 5.6303 -1.7116 -2.0976 -0.2 -0.1 0.2
H 6.4368 -0.2854 -1.4228 0.3 -0.2 0.0
C -1.2653 2.0512 1.9661 1.3 -0.1 -0.4
N -2.2722 1.2065 2.5865 0.3 -0.1 0.7
C -2.5883 -0.1549 2.1163 1.7 1.4 0.2
P -3.0597 -0.2607 0.3156 -0.4 0.0 -2.5
C -3.9976 -1.7856 0.5638 -0.9 -0.5 -0.5
C -5.3813 -1.9493 0.3941 0.5 -0.9 0.2
C -5.9566 -3.1921 0.7062 -0.3 0.1 -0.2
C -5.2278 -4.2805 1.1539 0.6 0.3 0.6
C -3.8317 -4.1203 1.2611 -0.4 -0.6 -0.4
C -3.2481 -2.9019 0.9618 0.2 -0.2 -0.1
C -4.1465 1.1923 -0.1141 -0.3 0.2 -0.4
C -5.5212 1.3461 0.1796 0.2 -0.1 0.5
C -6.1459 2.5804 -0.0695 -0.6 -0.5 0.5
C -5.4095 3.6743 -0.5208 -0.4 -0.3 -0.1
C -4.1849 3.4171 -1.1166 0.8 -0.3 0.3
C -3.5572 2.1782 -0.9617 -1.3 -0.2 1.1
C -2.4809 1.5347 3.9812 -0.4 0.6 0.4
C -2.6034 2.9220 4.3204 0.6 -1.0 0.4
C -2.6352 3.3500 5.6548 -0.3 -1.0 -0.5
C -2.6658 2.3954 6.6837 0.2 0.5 -0.1
C -2.6567 1.0500 6.3448 -0.2 -0.2 1.0
C -2.5736 0.6041 5.0348 0.3 0.4 -0.8
P 0.4343 1.2059 1.2796 -1.2 -0.6 -0.4
C 1.6558 2.5691 1.3769 0.2 0.0 0.3
C 1.3279 3.7675 0.7608 -0.3 0.7 0.0
C 2.0942 4.9354 0.9522 -0.4 -0.8 -0.2
C 3.1625 4.9116 1.8251 -0.1 -0.2 0.1
C 3.5247 3.7056 2.4006 0.4 -0.4 -0.1
C 2.8690 2.5208 2.0701 0.0 -0.2 0.8
C 0.8156 -0.0017 2.5867 0.3 0.4 1.1
C 1.3718 0.4269 3.8106 0.4 -1.5 -0.7
C 1.9369 -0.5372 4.6691 -0.2 1.4 0.8
C 1.9085 -1.8758 4.3541 0.3 -0.8 0.3
C 1.3337 -2.2862 3.1608 -0.5 -0.7 -0.2
C 0.6893 -1.3812 2.3417 0.0 0.5 -1.1
H -0.9237 2.7806 2.7222 0.0 -0.5 -0.5
H -1.6356 2.6352 1.1208 -0.2 -0.2 -0.1
H -3.4935 -0.4675 2.6479 0.1 -0.1 -0.3
H -1.7617 -0.8926 2.3069 -0.8 0.5 -0.2
H -6.0228 -1.1934 -0.0207 0.1 0.1 0.0
H -7.0190 -3.3463 0.5547 0.0 0.3 0.0
H -5.7656 -5.1818 1.4907 0.6 0.4 -0.5
H -3.1626 -4.9705 1.4420 -0.4 0.3 0.3
H -2.1646 -2.8721 0.9647 0.0 0.2 0.0
H -6.1077 0.5196 0.6503 0.7 1.1 -0.4
H -7.2375 2.6508 0.1177 0.9 0.2 0.1
H -5.7925 4.6909 -0.4259 -0.1 -0.3 -0.5
H -3.6538 4.1888 -1.6630 -0.1 0.0 0.0
H -2.6708 1.9674 -1.5118 0.8 -0.1 0.0
H -2.5356 3.6498 3.5241 -0.3 0.1 0.0
H -2.7038 4.4048 5.8668 0.1 0.1 0.1
H -2.6486 2.7126 7.7368 -0.2 -0.2 -0.6
H -2.7103 0.3108 7.1608 0.1 0.3 -0.5
H -2.5027 -0.4635 4.8771 0.0 0.0 -0.2
H 0.4185 3.7822 0.1653 0.1 0.3 -0.1
H 1.8531 5.8480 0.4423 -0.3 0.2 -0.2
H 3.7305 5.7987 2.0691 -0.1 0.1 -0.1
H 4.3331 3.7254 3.1279 0.1 -0.4 -0.3
H 3.2587 1.5636 2.4245 -0.2 0.4 0.2
H 1.4452 1.4807 3.9964 0.1 0.2 0.3
H 2.4010 -0.2013 5.6134 -0.4 -0.2 -0.6
H 2.2978 -2.6331 5.0602 0.0 0.6 -0.6
H 1.3645 -3.3313 2.8450 -0.2 0.2 0.4
H 0.0711 -1.7257 1.4752 0.9 0.2 0.5
F -0.6519 -1.8770 -0.8785 5.6 -2.1 0.1
C -1.9875 -0.6823 -1.1117 -3.3 4.2 1.5
F -0.8867 0.2992 -1.4676 -0.7 -1.1 0.3
C -2.7535 -1.0359 -2.3146 -1.0 -0.1 0.4
F -3.8746 -0.2318 -2.4411 -0.1 -0.6 -0.7
F -2.1314 -0.9713 -3.5039 0.4 0.0 0.6
F -3.2590 -2.2997 -2.1777 0.1 0.3 -0.5